[1]
Below is 9 unconnected molecules or ions with the total composition C24H71N5O9, with properties calculated with wB97M-V/def2-TZVPD.

Computed properties:
Net charge   +1
2S+1   2
Energy relative to the best compared isomer or geometry (same formula, charge and spin)   99.75 kJ/mol
HOMO energy (spin up / spin down)   -10.844 / -10.844 eV
Total energy   -1907.44186 Ha
HOMO-LUMO gap (spin up / spin down)   8.104 / 2.463 eV

Last column: Mulliken charge in e.
CARTESIAN COORDINATES (ANGSTROEM)
O  -0.6752  6.1352  -3.0754  -0.299
O  3.0000  -3.0303  -5.6479  -0.344
O  -5.0740  -3.1130  2.5478  -0.304
O  0.3194  -0.3373  -0.5958  -0.456
O  3.4065  -3.6760  -0.0546  -0.678
O  0.4689  2.2383  0.0217  -0.443
O  -1.1060  -6.2421  -0.5356  -0.557
O  5.1076  2.3119  -0.6582  -0.257
O  -1.9779  1.7885  4.7660  -0.432
N  -5.4888  -5.5935  0.7420  -0.727
N  2.4622  2.2258  1.9981  -0.069
N  -0.1445  5.0266  4.9839  -0.695
N  2.7117  -1.7727  -2.2102  -0.371
N  0.9864  4.0823  -2.2297  -0.665
C  -0.9046  -4.2188  -1.9340  -0.708
C  0.2037  -1.1527  0.5109  0.245
C  0.1434  3.1580  6.6657  -1.474
C  -6.5424  -4.9013  1.4875  0.589
C  -1.0361  7.4484  -3.5721  -0.796
C  -5.9056  -4.2825  2.7886  -0.924
C  4.0231  -3.7862  -6.3266  -0.757
C  3.8993  2.5815  0.0540  -0.642
C  -1.8235  3.2294  4.9251  -0.769
C  0.1510  3.8607  -3.4153  0.342
C  -1.0386  3.0854  -2.8984  -1.476
C  -0.3595  3.6325  5.2902  1.248
C  -4.3139  -2.7207  3.6213  -0.474
C  3.3341  -2.8370  -4.2991  -1.071
C  -0.3132  5.1745  -4.0946  -0.834
C  -1.3628  -4.8299  -0.6369  0.232
C  -7.5679  -6.0094  1.8988  -1.406
C  6.2867  2.7682  -0.0725  -0.740
C  3.7338  1.8375  1.4100  0.434
C  2.2473  -0.5751  -4.1769  -1.785
C  -1.3262  -1.4704  0.8662  -1.334
C  3.7425  0.2963  1.3513  -1.051
C  -1.3526  1.2472  3.5934  -0.269
C  2.3206  -1.9786  -3.5908  0.830
H  4.5495  2.1464  2.0636  0.448
H  -3.6354  -3.5136  3.9360  0.360
H  3.0833  -0.0847  0.5714  0.047
H  -0.3857  3.6566  7.4777  0.346
H  -1.9729  -1.7274  0.0272  0.210
H  0.1765  -4.1178  -1.8387  0.042
H  -5.7031  -5.6474  -0.2436  0.251
H  -3.5833  -1.9822  3.2911  -0.125
H  3.4504  -1.0840  -2.2185  0.187
H  1.3010  -2.3615  -3.6339  0.267
H  3.1043  -3.1616  -0.8031  0.423
H  0.2394  0.5887  -0.3556  0.343
H  -1.9094  0.3183  3.4694  -0.089
H  3.4035  -3.7844  -3.7646  0.453
H  3.5722  -0.2317  2.2896  0.387
H  0.2829  3.1747  4.5381  -0.429
H  -0.7660  2.1716  -2.3703  0.229
H  -4.7850  -4.8704  0.6989  0.125
H  -1.3645  8.1472  -2.8027  0.259
H  7.1066  2.5782  -0.7652  0.304
H  -0.8141  -4.3194  0.1546  0.099
H  1.8402  4.5355  -2.5224  0.266
H  0.6621  3.1942  -4.1101  0.466
H  -2.5694  3.5595  5.6481  0.387
H  -0.8080  5.5474  5.5394  0.261
H  1.1398  3.4890  6.9587  0.397
H  0.7165  2.6457  -0.8083  0.080
H  -2.1447  3.6719  3.9822  0.380
H  3.2384  -0.1241  -4.2261  0.380
H  -0.0472  2.9065  0.4725  0.249
H  3.9363  -4.8237  -6.0040  0.317
H  -7.0054  -4.1576  0.8389  0.353
H  -8.3670  -5.5743  2.4989  0.380
H  -1.8116  7.4497  -4.3381  0.297
H  -1.5335  3.7679  -2.2075  0.313
H  2.3573  3.2298  1.9651  0.356
H  0.7625  5.3833  5.2490  0.256
H  -0.3169  1.0401  3.8629  0.316
H  -7.0617  -6.8180  2.4262  0.326
H  -1.6105  -6.6800  -1.2251  0.343
H  0.7451  -0.8153  1.3947  0.185
H  -1.4135  1.7549  2.6308  0.285
H  6.2385  3.8546  0.0020  0.353
H  1.8992  -0.6721  -5.2052  0.447
H  0.6866  -2.0656  0.1622  0.179
H  0.5951  4.8568  -1.7128  0.236
H  1.8182  1.9165  1.2842  0.045
H  0.0652  2.0843  6.8363  0.328
H  -1.3531  -3.2261  -1.9734  0.196
H  -7.9761  -6.3664  0.9532  0.358
H  -1.6748  -0.5606  1.3550  0.248
H  0.6086  5.5130  -4.5677  0.418
H  -2.3968  -4.5403  -0.4494  -0.128
H  1.5255  0.0388  -3.6380  0.410
H  4.6926  -0.0031  0.9088  0.374
H  2.0053  -1.2346  -1.7290  -0.013
H  6.5495  2.3273  0.8891  0.311
H  4.3319  -2.4142  -4.1818  0.370
H  -5.2961  -5.0112  3.3230  0.368
H  -1.1772  -4.8225  -2.7996  0.500
H  -4.8726  -2.2562  4.4338  0.332
H  -6.6049  -4.1268  3.6101  0.500
H  2.7501  -4.3658  0.0432  0.313
H  3.0217  2.3634  -0.5546  0.255
H  -0.1454  7.8968  -4.0122  0.323
H  3.7690  3.6510  0.2193  0.480
H  -1.6089  2.7999  -3.7824  0.468
H  3.7157  -3.9041  -7.3657  0.272
H  -1.3393  -2.1668  1.7046  0.447
H  -1.1248  5.0899  -4.8173  0.470
H  5.0039  -3.3334  -6.1813  0.298

Forces on the atoms, in the same order (eV/Å):
O -0.61 0.08 -0.15
O 0.59 0.09 -0.38
O -1.63 -1.00 -1.31
O 0.46 0.89 -1.07
O 0.22 -0.20 0.69
O 0.29 -0.20 1.13
O -0.11 1.03 0.19
O -2.55 -1.07 1.16
O 0.14 1.54 -0.48
N 0.89 0.90 -0.03
N 2.32 0.80 -2.97
N -0.97 0.92 0.28
N 0.40 -0.60 1.25
N 0.96 0.43 -0.08
C 0.30 0.05 0.42
C -1.89 -2.22 -0.10
C -0.57 0.51 0.69
C -0.06 -0.97 1.59
C 0.82 -0.36 -0.44
C 0.42 0.03 -0.05
C -1.60 -0.33 0.11
C 0.49 1.16 -2.10
C 0.52 -1.01 -0.26
C -1.29 -0.50 0.70
C -0.08 0.04 -0.41
C 0.68 -0.90 -0.48
C 1.35 0.36 0.29
C -0.14 -0.73 0.36
C 1.09 0.75 0.91
C 0.00 -0.28 0.29
C 0.41 1.41 -0.50
C 1.03 1.20 -0.30
C -0.45 -2.27 3.28
C -0.43 -0.47 -1.54
C 2.00 1.21 0.91
C 0.74 0.21 -1.70
C -0.46 -0.86 1.50
C -0.35 1.87 -0.15
H 0.20 0.45 -0.03
H -0.33 -0.49 0.64
H -0.66 0.09 0.20
H -0.78 -0.10 -0.03
H 0.34 -0.15 0.09
H 0.10 0.02 -0.62
H -0.66 -0.40 -0.21
H -0.27 0.43 -0.35
H 0.72 -0.14 -0.07
H 0.16 -0.58 0.06
H -0.11 0.56 -0.83
H -0.33 0.09 0.10
H 0.39 -0.21 -0.18
H -0.13 -0.42 0.04
H 0.03 0.42 -0.02
H -0.04 -0.77 -0.09
H 0.11 0.02 -0.08
H 0.95 -0.06 0.13
H 0.04 -0.68 0.49
H -0.18 -0.34 -0.01
H 0.15 -0.41 0.26
H 0.67 -0.24 -0.23
H 0.35 0.45 -0.20
H 0.22 -0.21 0.38
H -0.10 0.55 0.01
H 0.49 -0.18 -0.87
H 0.30 0.81 -1.33
H 0.40 0.35 -0.17
H 0.05 0.18 0.21
H -0.49 0.18 0.13
H 0.66 -0.10 0.62
H -0.29 0.37 0.46
H -0.09 -0.19 0.03
H -0.11 -0.46 -0.04
H -0.68 -0.27 -0.13
H -0.13 0.69 1.23
H 0.21 -0.30 0.13
H 0.24 -0.17 -0.43
H -0.04 0.09 -0.05
H -0.08 -0.07 -0.06
H -0.04 0.26 0.18
H -0.25 0.81 0.21
H -0.01 0.19 0.42
H -0.03 0.32 -0.20
H 0.04 -0.35 0.49
H -0.76 0.18 0.24
H -1.87 -0.96 0.29
H -0.06 0.02 -0.22
H 0.10 0.10 -0.41
H -0.18 -0.32 0.20
H -0.48 0.24 -0.36
H -0.10 0.54 -0.59
H -0.42 -0.56 0.01
H 0.15 0.07 0.13
H 0.35 -0.08 0.45
H -0.76 -0.17 0.06
H -0.30 -0.20 0.11
H 0.27 0.48 -0.14
H 0.59 -0.63 -0.68
H 0.01 0.17 -0.06
H -0.19 -0.32 0.25
H -0.85 0.82 -0.44
H -0.08 -0.28 0.11
H 0.42 -0.69 -0.42
H 0.11 0.07 -0.19
H 0.57 0.28 0.43
H -0.65 0.09 0.40
H 0.26 0.78 -0.14
H -0.15 -0.55 -0.36
H 0.07 -0.38 -0.04
H 0.04 -0.19 -0.15

[2]
Below is a molecular structure, C24H72N6O10PPt, with properties calculated with wB97M-V/def2-TZVPD.

Computed properties:
Net charge   +5
2S+1   3
Energy relative to the best compared isomer or geometry (same formula, charge and spin)   0.00 kJ/mol
HOMO energy (spin up / spin down)   -20.568 / -20.568 eV
Total energy   -2497.20691 Ha
HOMO-LUMO gap (spin up / spin down)   5.702 / 5.190 eV

Last column: Mulliken charge in e.
CARTESIAN COORDINATES (ANGSTROEM)
Pt  21.6743  18.1072  13.4389  2.072
P  23.5016  17.9627  15.1313  -0.318
O  28.4683  19.6216  17.0805  -0.342
O  22.6727  19.2717  14.8941  -1.578
O  22.2617  16.9694  15.2333  -1.366
O  22.0697  21.0526  18.9193  -0.275
O  24.9231  15.7149  9.8339  -0.322
O  23.7772  17.5099  13.6396  -0.408
O  25.2619  23.5299  12.7105  -0.352
O  23.5342  12.3884  12.2823  -0.346
O  24.1066  15.4256  20.3941  -0.396
O  24.6087  17.9332  16.1608  -0.419
N  27.1992  17.1978  16.5759  -0.059
N  23.1875  14.6049  13.9631  0.129
N  20.6659  20.4270  16.5196  0.033
N  24.7617  21.0694  14.0033  0.172
N  23.4264  15.8407  17.8080  0.565
N  26.2651  16.6418  12.5224  0.143
C  25.4403  22.3375  16.1620  -1.305
C  21.7444  22.1152  18.0564  -0.416
C  25.7950  24.6800  12.0722  -0.838
C  26.3193  17.2199  11.1170  0.054
C  22.2679  12.6516  12.7422  -0.911
C  24.7547  15.7053  21.6262  -0.898
C  22.2552  13.3376  14.0811  0.168
C  19.2640  21.7014  17.9948  -1.413
C  23.2233  21.3651  19.7231  -0.546
C  21.5881  14.7549  19.0255  -1.264
C  25.8026  23.3091  13.9813  -0.880
C  27.5516  16.8435  10.3001  -1.299
C  20.5432  21.7991  17.1803  0.138
C  24.8475  22.4245  14.7545  0.261
C  29.7068  20.3813  16.9408  -0.762
C  23.7358  15.2847  9.1924  -0.697
C  27.2106  16.6305  19.0028  -1.665
C  23.1830  16.4480  20.1106  -0.544
C  24.9788  16.9814  10.3735  -0.590
C  27.2618  17.7671  17.9891  0.742
C  28.4669  18.6760  18.1181  -1.109
C  22.3654  16.0762  18.8824  0.365
C  23.5943  11.8226  10.9730  -0.670
C  20.9628  13.8072  14.6781  -0.984
H  28.1221  16.0314  18.9809  0.442
H  30.4260  19.9276  17.6160  0.408
H  25.6826  24.4966  10.9981  0.286
H  29.3350  17.9996  18.0899  0.571
H  26.0493  15.6449  12.5969  0.432
H  25.6232  20.5376  14.1600  0.380
H  24.0102  16.6446  17.5457  -0.075
H  21.5603  20.2280  16.0129  0.002
H  22.4036  16.5278  20.8799  0.532
H  25.6733  15.1246  21.7101  0.314
H  23.0137  15.4113  14.5911  -0.146
H  23.4142  16.0780  8.5163  0.378
H  20.3943  14.4717  14.0290  0.319
H  23.8360  22.8086  14.6390  0.423
H  18.3609  21.2227  17.6137  0.415
H  25.4816  17.0685  13.0771  -0.133
H  23.8632  14.2700  8.8309  0.295
H  22.9246  15.6703  16.9293  -0.038
H  27.6548  17.5676  9.4974  0.403
H  25.2682  25.6092  12.2846  0.332
H  26.7941  22.8351  13.9264  0.407
H  26.3819  18.3067  11.2168  0.171
H  22.9833  21.9423  20.6133  0.333
H  23.9728  20.4720  14.3322  0.019
H  25.1987  23.2504  16.7017  0.495
H  25.0813  17.7042  9.5513  0.494
H  27.2435  17.0199  20.0245  0.459
H  23.0606  12.5056  10.2951  0.218
H  23.0821  15.1847  13.1256  0.230
H  28.5524  19.2239  19.0599  0.534
H  26.2678  17.4019  16.1215  0.145
H  26.8826  24.8016  12.0787  0.360
H  24.1717  14.3981  14.1163  0.422
H  21.6072  13.2312  12.0759  0.426
H  19.4167  21.3772  19.0277  0.348
H  21.1220  14.2771  15.6513  0.043
H  24.0746  15.0554  17.8944  0.499
H  29.9875  20.4315  15.8910  0.290
H  22.9141  15.1624  9.9204  0.163
H  24.9126  21.5490  16.7105  0.171
H  24.0690  17.2297  10.9374  0.371
H  24.7766  21.1145  12.9796  0.490
H  23.5409  20.3810  20.0742  0.059
H  24.6192  11.8540  10.6208  0.305
H  22.0662  13.9561  19.5910  0.332
H  28.4474  16.8297  10.9231  0.413
H  23.6785  17.4232  20.0566  0.374
H  23.0140  10.9003  10.9485  0.352
H  21.2251  14.3657  18.0724  0.270
H  21.6607  16.8367  18.5569  0.118
H  26.2451  16.1234  18.9963  0.374
H  18.8974  22.7102  18.2174  0.449
H  19.8942  20.4043  15.8519  0.459
H  27.1312  16.8172  13.0327  0.455
H  22.8831  12.6959  14.7053  0.379
H  20.3531  12.9540  14.9835  0.482
H  21.4030  23.0201  18.5701  0.471
H  27.3540  16.1917  16.5519  0.457
H  24.0468  21.7447  19.1188  0.277
H  26.3984  18.4363  18.0033  -0.042
H  21.6977  11.7303  12.9363  0.496
H  26.5056  22.1308  16.1026  0.470
H  20.6766  14.9492  19.5957  0.467
H  27.3811  15.8189  9.9672  0.335
H  24.1972  15.4019  22.5177  0.357
H  20.4389  22.5538  16.4022  0.317
H  27.8445  17.7562  16.0021  0.450
H  29.5015  21.4222  17.1929  0.253
H  22.6147  22.3537  17.4344  0.089
H  20.5559  19.6289  17.1460  0.453
H  24.9813  16.7621  21.7957  0.357
H  25.9043  24.2461  14.5393  0.476

Forces on the atoms, in the same order (eV/Å):
Pt -0.13 -0.60 -0.13
P -0.97 -1.41 -0.27
O -0.39 -0.41 -1.10
O 0.83 1.49 0.36
O -0.22 -0.31 1.71
O -0.04 0.47 -0.39
O 0.92 -1.38 0.87
O 1.90 0.83 -0.58
O 0.31 -0.30 0.48
O 0.96 0.86 0.71
O -0.21 0.67 -0.42
O -1.30 -0.01 -1.40
N -0.52 0.74 -0.87
N 0.18 1.17 0.19
N 0.83 0.05 -1.08
N 0.84 -0.77 0.58
N -0.30 0.28 -2.19
N -0.49 0.21 0.96
C -1.62 -1.19 -0.25
C -0.31 0.16 -0.34
C 0.33 0.28 -2.42
C -0.84 0.75 -0.86
C -2.11 -0.41 -0.02
C 0.73 -0.43 1.48
C 2.05 0.55 0.08
C -0.75 1.49 1.45
C -0.18 -1.57 0.18
C -0.62 0.26 0.50
C -0.57 0.31 -0.49
C -0.63 -1.20 1.02
C -0.74 -1.04 1.10
C 0.84 0.54 -0.68
C -0.78 0.25 0.21
C -0.85 0.73 0.98
C 0.03 1.01 0.62
C -1.42 -0.22 0.65
C 0.68 0.48 -1.02
C -0.77 0.79 0.62
C 1.22 -0.29 0.04
C 1.23 -1.81 0.58
C -1.26 1.03 -0.63
C -0.29 -0.65 0.68
H -0.33 -0.51 -0.43
H 0.47 0.30 -0.34
H -0.52 0.09 0.11
H 0.32 0.30 -0.20
H 0.47 -0.19 -0.80
H 0.01 0.13 0.51
H -0.14 0.34 0.56
H -0.67 0.40 0.26
H 0.32 0.10 0.41
H 0.03 0.06 -0.45
H -0.81 -0.67 0.73
H 0.00 -0.59 -0.66
H -0.04 -0.10 -0.06
H 0.00 0.17 0.42
H 0.42 -0.33 -0.55
H 0.25 0.13 -0.70
H 0.43 0.37 -0.73
H -0.17 -0.08 0.10
H 0.08 -0.23 -0.18
H 0.03 -0.14 0.51
H 0.07 0.05 0.02
H -0.21 -0.02 0.71
H -0.03 0.45 -0.29
H 0.24 0.47 -0.28
H 0.36 0.18 -0.15
H -0.44 0.22 0.01
H -0.01 0.42 -0.13
H -0.06 -0.06 0.01
H 0.19 -0.97 -0.78
H -0.57 -0.48 0.36
H 0.48 -0.21 0.98
H -0.01 -0.16 1.05
H -0.02 -0.55 -0.62
H 0.39 0.05 -0.48
H 0.36 -0.65 -0.27
H 0.22 0.36 -0.17
H -0.39 -0.23 1.12
H 0.28 -0.63 0.06
H 0.06 0.27 0.24
H 0.35 -0.14 0.20
H 0.13 0.10 0.35
H -0.60 0.98 -0.03
H 0.11 0.10 0.18
H 0.09 -0.78 0.36
H 0.52 0.19 -0.22
H 0.09 0.27 -0.10
H 0.00 0.09 -0.31
H 0.73 -0.40 -0.09
H 0.18 0.07 -0.13
H 0.46 0.35 -0.22
H 0.27 -0.57 -0.32
H 0.15 0.16 -0.41
H 0.02 -0.29 -0.04
H 0.20 -0.16 -0.27
H -0.44 0.08 0.51
H -0.15 -0.09 -0.56
H 0.47 0.09 0.28
H 0.57 0.08 -0.01
H -0.13 0.49 0.02
H -0.25 -0.30 0.32
H 0.01 -0.12 -0.17
H 0.05 0.11 0.26
H 0.01 0.19 -0.02
H 0.35 0.16 -0.57
H -0.54 -0.08 -0.38
H 0.16 -0.23 -0.24
H 0.56 -0.34 0.20
H 0.06 -0.11 0.51
H 0.06 0.19 -0.05
H -0.24 0.43 0.52
H 0.03 0.09 -0.50
H 0.07 -0.03 0.03